(1)
ORCA calculation (wB97M-V/def2-TZVPD) on a cluster of 4 separate species, C63H57Br2FN6O10PS2 in total at a distorted geometry.

```
142
Properties=species:S:1:pos:R:3:forces:R:3:lowdin_charge:R:1
C 2.090472 1.158313 2.549050 -1.51 -0.34 -2.17 0.053
C 1.310114 1.151344 1.353106 0.50 -0.59 2.60 -0.127
C 1.968001 0.748083 -0.018089 2.21 1.41 4.34 -0.185
C 2.280192 2.077442 -0.902800 0.21 -1.47 -1.76 -0.209
C 1.126469 3.136138 -1.193437 -3.91 1.29 2.19 -0.302
O 0.064366 3.282214 -0.518435 4.63 -1.72 -2.21 0.092
N 1.272218 4.126081 -2.331450 0.61 0.00 0.80 0.109
C 1.007810 5.500872 -1.890092 -3.26 3.45 0.90 -0.344
O -0.112219 6.007516 -1.709715 4.80 -2.47 -1.01 0.139
F 2.131196 6.381793 -1.704200 -2.18 -3.14 -0.64 0.042
P 3.672272 3.178913 -0.163876 0.05 3.16 3.59 0.717
N 3.145367 4.073686 1.067228 -0.19 -1.91 -2.38 -0.135
O 4.252245 4.239918 -1.368726 0.78 -2.86 1.64 -0.176
O 4.977065 2.264462 0.438218 -1.17 1.38 -2.49 -0.264
C 2.956355 1.278759 -2.192655 -0.68 1.43 0.35 -0.275
N 2.655496 1.760524 -3.568091 -0.51 -0.26 1.41 0.067
C 2.519323 -0.287856 -1.996568 2.43 0.68 -3.65 -0.236
C 3.846200 -1.110807 -2.204273 0.74 -1.90 -1.10 -0.565
Br 5.350503 -0.735050 -0.919807 -1.19 -0.32 0.00 0.785
C 4.442930 -0.892921 -3.725577 0.22 -0.15 -0.43 -0.246
C 5.790757 -0.026727 -3.791933 0.14 -0.25 -1.76 -0.191
N 1.560448 -0.502412 -0.805238 0.16 2.28 -3.29 -0.144
C 0.240266 -0.238232 -1.533325 -3.02 -0.18 -0.54 -0.121
C -1.056940 -0.098780 -0.614312 -1.57 0.86 -0.29 -0.199
C -2.297428 -1.038768 -1.125814 0.59 -1.20 0.44 -0.438
S -3.477254 0.001780 -2.139718 -0.77 0.18 0.78 0.814
C -5.228191 -0.308631 -1.619448 -1.28 -1.22 0.67 -0.982
S -5.970166 -1.809847 -1.695509 1.46 2.67 0.21 0.715
N -6.005155 0.878150 -1.142547 -1.88 3.17 0.89 -0.183
C -6.235572 1.339180 0.222463 -1.42 2.86 0.87 -0.059
C -7.078286 2.666560 0.238808 2.90 -4.96 -3.47 -0.077
N -7.353839 2.922659 -1.173160 2.70 -4.20 0.68 -0.002
C -6.735189 1.875805 -1.929658 -0.88 1.98 1.85 -0.106
C 1.744532 -1.835478 -0.144890 0.16 -1.88 1.80 -0.508
Br 1.315139 -3.397418 -1.363375 0.44 1.36 0.15 0.842
C 0.878190 -2.177632 1.142630 -0.23 -1.44 1.55 -0.265
C 1.827988 -3.049085 2.150449 0.58 -0.05 -0.69 -0.086
H 1.856313 1.880868 3.404333 -0.13 -1.59 -1.17 0.099
H 2.941718 0.413871 2.721465 -0.71 1.72 -0.68 0.088
H 0.199407 1.435337 1.426206 2.14 0.39 -0.51 0.118
H 3.051160 0.477412 0.313954 -1.64 0.20 -0.56 0.128
H 0.515387 3.834394 -2.988809 0.59 0.82 0.67 0.151
H 2.150055 3.865466 1.244473 0.60 0.30 0.12 -0.013
H 5.239509 4.284522 -1.246507 -1.14 0.14 -0.49 0.096
H 5.764300 2.831825 0.630938 -0.81 -0.45 -0.16 0.105
H 4.047171 1.569143 -2.058965 -1.10 -1.55 -0.19 0.094
H 3.046702 2.713754 -3.641362 -0.56 -0.61 -0.15 0.094
H 1.628707 1.780317 -3.732791 1.06 0.20 0.02 0.086
H 1.956781 -0.446002 -2.998246 0.71 -0.29 1.95 0.156
H 3.762248 -2.263044 -2.140464 -0.40 2.13 0.27 0.062
H 3.627256 -0.487092 -4.441367 1.37 -0.39 1.44 0.111
H 4.718974 -1.925180 -4.178884 -0.55 1.58 1.10 0.126
H 6.707716 -0.676575 -3.514289 -1.63 1.32 -0.10 0.079
H 5.952453 0.226847 -4.914596 -0.32 -0.38 1.82 0.095
H 5.765184 0.975950 -3.252214 0.07 -1.53 -0.53 0.053
H 0.286313 0.721910 -2.180253 0.57 -1.49 1.44 0.146
H -0.001003 -1.061145 -2.312083 0.97 1.05 1.52 0.117
H -0.914912 -0.219908 0.507467 0.07 -0.11 -1.66 0.095
H -1.471783 0.978530 -0.751297 0.94 -1.68 0.40 0.097
H -2.823934 -1.567459 -0.248994 0.66 1.04 -1.38 0.102
H -1.917884 -1.878820 -1.817543 -0.52 1.27 1.10 0.077
H -5.852522 0.833399 1.186472 -0.51 0.58 -2.21 0.111
H -7.392527 3.284287 1.150426 0.45 -1.10 -1.84 0.108
H -6.829854 1.894414 -3.072630 0.39 -0.39 2.11 0.138
H 2.849333 -2.016856 0.156155 -1.75 0.91 -0.91 0.108
H 0.000788 -2.897089 0.901791 1.40 1.50 0.09 0.104
H 0.435365 -1.338117 1.754834 0.87 -0.53 -1.08 0.092
H 1.389544 -3.143379 3.198924 0.40 0.06 -1.61 0.094
H 2.006343 -4.094742 1.682991 -0.41 1.65 0.94 0.076
H 2.878331 -2.578503 2.262492 -1.68 -0.51 -0.16 0.086
C 10.263769 -3.487318 4.447851 -0.14 0.14 -0.05 -0.051
C 10.133199 -3.300855 5.822465 -0.16 0.15 -0.04 -0.048
C 9.229176 -2.366152 6.316132 0.16 -0.17 0.01 0.009
C 8.460497 -1.605416 5.434573 0.27 -0.24 -0.05 -0.085
C 8.608950 -1.775010 4.057315 0.21 -0.22 0.09 -0.087
C 9.504506 -2.726359 3.565575 0.15 -0.15 0.09 0.004
C 7.835871 -0.940146 3.111099 0.24 -0.24 -0.85 -0.278
O 7.961318 -1.089478 1.906027 -0.14 0.08 0.23 0.081
C 6.913583 0.085614 3.648092 -0.24 0.30 0.05 -0.078
C 6.221622 0.918731 2.767925 -0.20 0.21 0.11 -0.010
C 5.341755 1.877431 3.260919 0.17 -0.12 0.17 -0.087
C 5.143307 2.000670 4.635197 0.19 -0.22 0.10 -0.048
C 5.835583 1.175935 5.515870 -0.18 0.18 -0.10 0.013
C 6.729852 0.222806 5.023262 -0.29 0.30 -0.19 -0.079
C 7.488438 -0.626131 5.969631 -0.02 -0.01 1.11 -0.278
O 7.318965 -0.516157 7.171385 0.00 0.01 -0.42 0.112
H 10.962885 -4.223378 4.063797 -0.08 0.09 0.03 0.111
H 10.735329 -3.886331 6.509874 -0.08 0.07 -0.07 0.112
H 9.128350 -2.229225 7.388324 -0.11 0.09 -0.19 0.124
H 9.614864 -2.872540 2.495647 -0.11 0.15 0.13 0.121
H 6.369355 0.825220 1.696631 0.09 -0.20 0.21 0.080
H 4.808924 2.526565 2.576181 -0.03 -0.06 0.31 0.063
H 4.451428 2.743648 5.019962 0.10 -0.06 -0.04 0.113
H 5.680614 1.279892 6.585410 0.16 -0.14 -0.12 0.125
C -2.009348 -11.495854 2.183895 0.16 0.10 -0.08 -0.048
C -2.680289 -10.286609 2.353798 0.16 0.12 -0.09 -0.051
C -2.082602 -9.096174 1.954065 -0.17 -0.16 0.09 0.003
C -0.804836 -9.110538 1.393234 -0.20 -0.20 0.14 -0.088
C -0.123178 -10.319278 1.245612 -0.32 -0.10 0.14 -0.083
C -0.733007 -11.513898 1.631713 -0.18 -0.05 0.10 0.009
C 1.252009 -10.343473 0.697951 0.37 -1.01 -0.05 -0.277
O 1.847018 -11.398018 0.565095 -0.13 0.38 0.02 0.114
C 1.896750 -9.064622 0.322097 0.32 0.35 -0.14 -0.077
C 3.213687 -9.064749 -0.141738 0.18 0.20 -0.09 0.013
C 3.822517 -7.869090 -0.509547 -0.15 -0.15 0.06 -0.050
C 3.115821 -6.671173 -0.424390 -0.23 -0.09 0.10 -0.072
C 1.805993 -6.667235 0.042507 0.29 0.03 -0.07 -0.040
C 1.197677 -7.863121 0.425678 0.33 0.09 -0.14 -0.081
C -0.184373 -7.841341 0.954584 -0.61 0.71 0.14 -0.278
O -0.800849 -6.789913 1.032846 0.23 -0.17 -0.05 0.087
H -2.480252 -12.425328 2.487721 0.07 0.10 -0.04 0.112
H -3.671160 -10.272424 2.796403 0.11 0.01 -0.06 0.110
H -2.612636 -8.157799 2.084335 0.20 -0.07 -0.10 0.120
H -0.213392 -12.458737 1.507040 0.06 0.22 -0.03 0.124
H 3.768909 -9.994939 -0.213601 -0.23 0.05 0.05 0.126
H 4.848120 -7.870809 -0.864998 -0.12 -0.02 0.04 0.111
H 3.588743 -5.738798 -0.718468 -0.04 -0.08 0.03 0.090
H 1.262057 -5.730085 0.111109 -0.07 -0.33 0.10 0.040
C -7.660370 7.328631 -0.593055 -0.23 0.08 -0.15 -0.058
C -7.761414 6.053803 -1.147130 -0.11 0.17 -0.05 -0.069
C -8.763403 5.772969 -2.069235 0.16 -0.04 0.08 0.000
C -9.676471 6.764194 -2.431844 0.32 0.00 0.28 -0.083
C -9.590124 8.033448 -1.858684 0.29 -0.17 0.15 -0.086
C -8.572531 8.317387 -0.946519 0.18 -0.10 0.12 0.000
C -10.582031 9.079183 -2.197272 0.09 0.90 0.42 -0.280
O -10.505052 10.189592 -1.699611 -0.03 -0.30 -0.14 0.101
C -11.673447 8.753079 -3.142453 -0.36 0.02 -0.23 -0.085
C -12.649010 9.710112 -3.427261 -0.22 0.02 -0.15 0.004
C -13.671000 9.417045 -4.324488 0.20 -0.04 0.12 -0.057
C -13.717392 8.171576 -4.947244 0.18 -0.07 0.10 -0.058
C -12.750607 7.213538 -4.661999 -0.20 0.13 -0.08 0.002
C -11.731905 7.499434 -3.751235 -0.31 0.18 -0.17 -0.086
C -10.728540 6.460656 -3.427733 -0.02 -0.92 -0.43 -0.280
O -10.770932 5.368403 -3.969336 0.00 0.32 0.14 0.099
H -6.872205 7.549933 0.119976 -0.09 0.00 -0.08 0.105
H -7.057641 5.279732 -0.861719 -0.13 0.09 -0.12 0.071
H -8.833284 4.779558 -2.500724 -0.07 0.18 0.04 0.103
H -8.491836 9.306836 -0.507291 -0.17 -0.09 -0.15 0.120
H -12.617325 10.683813 -2.948124 0.15 -0.19 0.00 0.121
H -14.431406 10.160946 -4.540460 0.10 -0.07 0.03 0.108
H -14.510951 7.945997 -5.652678 0.09 0.02 0.08 0.108
H -12.794961 6.243247 -5.146828 0.14 0.09 0.17 0.121
```
Forces are in eV/Å.

Summary:
charge: +1
Kohn-Sham gap: 6.619 eV
E_tot: -9900.92845 Ha
HOMO: -10.2 eV

***

(2)
ORCA calculation (wB97M-V/def2-TZVPD) on a structure of composition C8H6 at a distorted geometry.

```
14
Properties=species:S:1:pos:R:3:forces:R:3:lowdin_charge:R:1
C 0.128242 -0.850364 -3.072553 -0.79 -0.61 1.15 0.047
C -0.559109 -1.099167 -2.016088 -0.22 -0.29 -1.52 -0.198
C -1.131234 1.269450 2.734637 3.20 -2.32 -3.80 0.154
C -0.383662 0.750774 1.895366 -4.96 2.85 5.06 -0.176
C 0.844716 -0.158874 -1.655376 1.73 1.99 0.47 -0.178
C 0.575252 0.271595 1.036025 1.47 -3.27 -1.75 -0.188
C -1.047032 -0.970118 -0.668789 1.62 -0.21 1.23 0.012
C 0.045466 -0.245847 -0.294457 0.01 -0.35 -0.74 -0.206
H -1.801548 1.794992 3.308932 -1.04 0.68 1.06 0.000
H 1.952956 -0.611256 -1.632946 -2.69 1.02 0.11 0.165
H 0.822150 0.956086 -2.008819 0.37 -2.04 0.70 0.146
H 1.231868 1.096922 0.876583 1.17 0.20 -0.34 0.122
H 1.063883 -0.643859 1.531266 -0.04 1.47 -0.63 0.167
H -1.741948 -1.560333 -0.033781 0.18 0.89 -1.00 0.133
```
Forces are in eV/Å.

Summary:
charge: 0
Kohn-Sham gap: 9.583 eV
E_tot: -308.14285 Ha
HOMO: -9.0 eV